C2H8CsN2O2 | the ωB97M-V functional and the def2-TZVPD basis

Structure (XYZ):
```
15
Properties=species:S:1:pos:R:3
Cs -0.76246 -0.82012 0.48584
C -3.45904 0.34106 2.66540
O -3.16786 -0.97867 2.21513
H -3.15989 0.38820 3.71249
H -2.97401 1.08587 2.03445
H -4.53037 0.53245 2.60440
H -3.46577 -1.67049 2.81031
C 2.17667 0.18606 -1.91290
O 1.06933 0.35426 -1.51189
N 2.67595 0.75860 -2.97136
N 3.05283 -0.54838 -1.24804
H 2.20206 1.46708 -3.51319
H 3.63955 0.59748 -3.22753
H 2.71404 -1.15630 -0.51610
H 3.98896 -0.53708 -1.62701
```

The gap between HOMO and LUMO comes out at 10.4 eV. Its total charge is +1. The calculation puts the lowest unoccupied orbital energy at -3.15 eV. For the strongest force on any atom, the calculation gives 4.36 eV/A. Its energy relative to the best compared isomer or geometry (same formula, charge and spin) is 0.0 kcal/mol. The total energy is -360.97433 Ha.

Table of natural (NBO) atomic charges, one value per atom, all in e: atom 1 (Cs): 0.99, atom 2 (C): -0.25, atom 3 (O): -0.79, atom 4 (H): 0.19, atom 5 (H): 0.17, atom 6 (H): 0.19, atom 7 (H): 0.49, atom 8 (C): 0.77, atom 9 (O): -0.75, atom 10 (N): -0.81, atom 11 (N): -0.82, atom 12 (H): 0.42, atom 13 (H): 0.39, atom 14 (H): 0.40, atom 15 (H): 0.40

***

C2H8F4InN2O11S4 | the ωB97M-V functional and the def2-TZVPD basis

Structure (XYZ):
```
32
Properties=species:S:1:pos:R:3
In -0.45238 -21.07282 24.69338
O -0.93826 -21.72257 27.24486
H -0.31969 -21.14086 27.71216
O -2.12369 -18.96052 25.54095
H -2.20735 -18.40606 26.32798
N -0.88250 -23.87962 24.23694
S -2.26372 -24.71170 24.71223
O -2.66534 -24.32630 26.02220
O -2.56168 -26.00630 24.20906
F -3.32698 -23.85610 23.85649
S -0.08964 -25.06115 23.51665
O -0.56003 -25.39398 22.21405
O 0.35112 -26.12586 24.36201
F 1.30043 -24.32338 23.23976
N 1.46371 -21.02988 22.59865
S 3.00923 -20.81412 22.60798
O 3.41161 -19.66343 21.85526
O 3.96049 -21.86055 22.74784
F 2.97015 -20.22976 24.15261
S 1.32772 -21.63151 21.00571
O 2.07845 -22.80238 20.73427
O 1.18000 -20.69069 19.95601
F -0.14924 -22.15419 21.34471
C 0.40365 -18.06750 28.19312
C 1.38975 -19.00946 27.49942
O 1.05322 -19.11135 26.11189
H 0.25972 -18.55998 29.16461
H -0.60915 -18.10174 27.80471
H 0.78650 -17.07304 28.40968
H 1.23725 -20.03130 27.85696
H 2.44234 -18.87114 27.75690
H 1.31816 -18.26418 25.73670
```

The gap between HOMO and LUMO comes out at 4.9 eV. Its total charge is -1. The calculation puts the lowest unoccupied orbital energy at -2.71 eV. For the strongest force on any atom, the calculation gives 6.36 eV/A. Its energy relative to the best compared isomer or geometry (same formula, charge and spin) is 0.0 kcal/mol. The total energy is -3200.30444 Ha.

Table of natural (NBO) atomic charges, one value per atom, all in e: atom 1 (In): 1.65, atom 2 (O): -0.84, atom 3 (H): 0.42, atom 4 (O): -0.91, atom 5 (H): 0.43, atom 6 (N): -1.20, atom 7 (S): 2.44, atom 8 (O): -0.90, atom 9 (O): -0.87, atom 10 (F): -0.53, atom 11 (S): 2.48, atom 12 (O): -0.91, atom 13 (O): -0.92, atom 14 (F): -0.50, atom 15 (N): -1.20, atom 16 (S): 2.44, atom 17 (O): -0.90, atom 18 (O): -0.87, atom 19 (F): -0.55, atom 20 (S): 2.43, atom 21 (O): -0.86, atom 22 (O): -0.88, atom 23 (F): -0.51, atom 24 (C): -0.65, atom 25 (C): -0.07, atom 26 (O): -0.73, atom 27 (H): 0.22, atom 28 (H): 0.23, atom 29 (H): 0.21, atom 30 (H): 0.17, atom 31 (H): 0.18, atom 32 (H): 0.48

***

C2H8I2OSi2 | the ωB97M-V functional and the def2-TZVPD basis

Structure (XYZ):
```
15
Properties=species:S:1:pos:R:3
C 3.12454 0.54735 -1.35637
C -2.10817 1.47301 -0.09727
O -0.71852 -0.84480 0.94256
Si 0.23869 -2.12630 0.53018
Si -0.74462 0.76319 1.02515
I 1.44575 1.46415 -0.02077
I -3.93740 0.17337 -0.33848
H 3.16337 -0.37196 -0.72004
H 2.91946 0.58192 -2.48267
H -2.60800 2.33456 0.24318
H -1.59924 1.63502 -1.03452
H 0.83216 -2.40854 1.74978
H -0.87981 -2.69267 -0.42165
H 1.41117 -1.80430 -0.47995
H -0.53938 1.27598 2.46087
```

Its spin multiplicity is 3. The gap between HOMO and LUMO (alpha / beta) comes out at 6.5 / 8.5 eV. The calculation puts the lowest unoccupied orbital energy (alpha / beta) at -0.11 / -1.00 eV. For the strongest force on any atom, the calculation gives 4.38 eV/A. Its energy relative to the best compared isomer or geometry (same formula, charge and spin) is 20.2 kcal/mol. The total energy is -1330.48762 Ha.

Table of natural (NBO) atomic charges, one value per atom, all in e: atom 1 (C): -0.47, atom 2 (C): -0.98, atom 3 (O): -1.30, atom 4 (Si): 1.21, atom 5 (Si): 1.45, atom 6 (I): -0.07, atom 7 (I): 0.06, atom 8 (H): 0.16, atom 9 (H): 0.17, atom 10 (H): 0.24, atom 11 (H): 0.24, atom 12 (H): -0.19, atom 13 (H): -0.14, atom 14 (H): -0.21, atom 15 (H): -0.17

***

strongest force on any atom of number 2 (C2H8F4InN2O11S4)?
6.36 eV/A

***

Number 1 is which compound?
C2H8CsN2O2

***

Look up the strongest force on any atom of the second one.
6.36 eV/A

***

The highest energy relative to the best compared isomer or geometry (same formula, charge and spin) belongs to which entry?
C2H8I2OSi2